[1]
{"formula": "C10H30CrO5S5", "method": "ωB97M-V/def2-TZVPD", "species": ["Cr", "C", "S", "O", "C", "H", "H", "H", "H", "H", "H", "C", "S", "O", "C", "H", "H", "H", "H", "H", "H", "C", "S", "O", "C", "H", "H", "H", "H", "H", "H", "C", "S", "O", "C", "H", "H", "H", "H", "H", "H", "C", "S", "O", "C", "H", "H", "H", "H", "H", "H"], "coordinates": [[0.28044, 0.31836, 0.87411], [-2.52788, -2.33220, -1.27012], [-0.88201, -1.89006, -1.62074], [-0.21053, -1.05908, -0.48166], [-0.15121, -3.43951, -1.47951], [-2.79248, -3.13531, -1.92475], [-3.22453, -1.44917, -1.30896], [-2.63447, -2.64453, -0.18785], [0.94084, -3.51503, -1.47302], [-0.53975, -4.11939, -2.24602], [-0.58639, -3.79946, -0.53326], [1.54219, 1.64093, -3.08169], [1.55263, 2.38754, -1.48326], [1.31295, 1.27342, -0.46238], [3.27530, 2.73611, -1.37453], [0.48147, 1.37781, -3.25814], [2.20882, 0.80271, -3.09317], [1.93459, 2.35156, -3.78975], [3.44224, 3.43027, -0.51523], [3.65292, 3.23878, -2.21994], [3.95423, 1.87836, -1.29448], [4.48552, -0.15260, 1.42630], [3.34710, -1.53490, 1.10403], [1.91041, -0.91008, 1.12265], [3.61313, -1.56246, -0.67995], [4.31340, 0.14412, 2.46723], [4.32386, 0.68205, 0.77458], [5.49325, -0.40232, 1.31785], [3.72781, -0.56467, -1.03949], [2.72191, -1.93690, -1.20155], [4.49082, -2.23070, -0.82407], [-1.65185, -0.88280, 4.84012], [-1.83552, -0.01853, 3.31401], [-0.90578, -0.55029, 2.26377], [-3.38387, -0.72719, 2.93027], [-0.84430, -0.39038, 5.45159], [-1.38820, -1.94632, 4.69079], [-2.58361, -0.72921, 5.33713], [-3.41020, -1.85792, 3.06937], [-3.57766, -0.60036, 1.84180], [-4.22362, -0.24052, 3.56567], [-3.44388, 1.25160, -0.86031], [-2.44149, 2.33942, 0.12790], [-1.21362, 1.43245, 0.27737], [-1.99136, 3.36608, -1.24703], [-4.31406, 1.75489, -1.21357], [-3.86048, 0.51726, -0.23999], [-2.77525, 0.80913, -1.64663], [-1.36367, 4.18469, -1.03946], [-2.82978, 3.86712, -1.70290], [-1.41837, 2.83722, -2.00317]], "forces_ev_per_a": [[0.485, 0.150, 1.213], [-1.478, 0.874, 2.888], [2.146, 3.288, -0.218], [-2.039, -2.628, -2.576], [-0.508, -2.356, 0.856], [-0.412, -0.347, -0.485], [0.872, -0.905, -0.650], [0.375, -0.113, -1.073], [-0.365, 0.616, -0.020], [0.079, 0.259, -0.109], [0.698, -0.291, -0.044], [-0.884, -0.226, 0.151], [-0.183, -0.348, 1.069], [1.486, 1.209, -1.643], [1.094, 0.388, 1.758], [0.734, -0.041, -0.287], [0.115, -0.767, 0.079], [-0.238, 0.478, -0.332], [-0.188, -0.705, -0.508], [-0.075, 0.909, -1.303], [-0.659, -0.241, 0.265], [-1.483, 0.099, 1.130], [-2.285, 2.173, -1.123], [2.117, -1.007, 1.126], [0.401, -1.516, 0.096], [0.022, -0.047, -0.214], [-0.649, 0.342, -0.402], [1.622, -0.994, -0.105], [0.495, 0.674, -0.077], [0.259, -0.323, 0.570], [-0.488, 0.629, -0.384], [2.294, -0.043, 0.669], [-0.312, 1.059, 0.268], [0.611, -0.851, 0.195], [-2.522, -1.243, -0.279], [-0.763, -0.504, -0.667], [-0.379, 0.493, -0.025], [-0.651, -0.135, 0.508], [0.232, 1.398, 0.158], [0.056, 0.358, 0.778], [1.455, -0.771, -1.144], [0.706, 0.190, -0.855], [1.224, -0.986, -0.724], [-1.444, 1.516, 0.266], [0.016, 0.400, -0.906], [-0.436, 0.692, -0.801], [-0.168, -1.318, 1.093], [-0.796, 0.563, 0.660], [0.931, 0.940, 1.261], [-0.763, -0.287, -0.103], [-0.357, -0.704, 0.000]], "e_homo_ev": [-12.808, -14.802], "lumo_ev": [-4.302, -4.454], "spin_multiplicity": 5, "homo_lumo_gap_ev": [8.5055, 10.3476], "charge": 2}



[2]
{"formula": "C4H8N2OS", "method": "ωB97M-V/def2-TZVPD", "species": ["C", "C", "C", "C", "H", "H", "H", "H", "H", "H", "H", "H", "N", "N", "O", "S"], "coordinates": [[-1.20598, -0.62688, -0.04687], [0.24896, -0.05720, 0.01157], [1.34174, -0.45110, -1.05052], [1.08686, -0.71337, 1.02156], [-2.32453, 1.00589, 1.17272], [-3.10280, -0.43701, 0.42077], [-1.82491, 1.95497, -0.89107], [0.99153, -1.30351, -1.70540], [1.64535, 0.49343, -1.71650], [2.99929, 0.09473, 0.14429], [0.89476, -1.99516, 0.88748], [1.20255, -0.30282, 2.09412], [-2.39646, 0.28648, -0.14355], [2.33615, -0.63270, 0.05633], [-1.45461, -1.80427, -0.09099], [0.17177, 1.77741, 0.08236]], "forces_ev_per_a": [[-0.519, 0.605, -0.772], [-2.366, 1.215, -1.755], [0.019, 2.362, -1.344], [3.165, -3.460, 0.642], [0.270, -1.999, -4.676], [1.441, 2.100, -2.700], [3.022, -0.839, 1.532], [1.060, 0.432, 0.928], [-0.915, -2.294, 1.164], [0.197, 1.130, 0.269], [0.109, 3.895, 1.185], [-0.321, -0.872, -1.741], [-0.971, -0.820, 7.652], [-2.488, -2.178, 0.250], [0.631, 0.191, 0.109], [-2.334, 0.530, -0.742]], "e_homo_ev": -8.703, "lumo_ev": -1.395, "spin_multiplicity": 1, "homo_lumo_gap_ev": 7.3083}



[3]
{"formula": "C2H7NO2S", "method": "ωB97M-V/def2-TZVPD", "species": ["C", "C", "N", "O", "O", "S", "H", "H", "H", "H", "H", "H", "H"], "coordinates": [[-2.04350, -0.21452, 0.48062], [-1.76864, 0.54104, -0.56122], [3.01204, -0.12267, 0.42493], [0.91676, -1.39815, -0.36051], [0.70873, 1.02273, 0.42319], [1.66747, 0.11037, -0.11599], [0.12615, -1.60121, 0.03234], [-1.91797, 0.31845, 1.44754], [-2.48002, -1.15628, 0.52422], [-1.22174, 1.45259, -0.38028], [-2.01557, 0.40266, -1.63987], [3.32026, 0.43552, 1.18894], [1.69604, 0.20948, -1.46390]], "forces_ev_per_a": [[0.193, 2.187, 1.229], [-0.286, 0.430, -1.639], [0.620, -0.450, -0.575], [4.714, 1.863, -1.559], [0.587, 0.380, 0.294], [-2.274, -2.267, -0.834], [-3.279, -0.024, 1.966], [0.366, -0.907, -0.466], [-0.929, -1.492, -0.304], [-0.432, 0.250, -0.019], [0.277, -0.598, 0.999], [0.077, 0.313, 0.644], [0.367, 0.315, 0.264]], "e_homo_ev": -10.063, "lumo_ev": 0.746, "spin_multiplicity": 1, "homo_lumo_gap_ev": 10.8089, "smiles": "N=[S@H](=O)O.C=C"}



[4]
{"formula": "C20H25F2N5O2SW", "method": "ωB97M-V/def2-TZVPD", "species": ["W", "C", "C", "N", "O", "C", "C", "N", "O", "H", "H", "H", "H", "H", "H", "H", "F", "C", "C", "C", "C", "C", "F", "C", "C", "C", "C", "C", "C", "N", "H", "H", "H", "H", "H", "H", "C", "N", "C", "C", "S", "N", "C", "C", "H", "H", "H", "H", "H", "H", "H", "H", "H", "H", "H", "H"], "coordinates": [[0.05048, 0.34011, 0.49369], [2.38541, -0.04880, 4.29684], [1.83788, -0.05853, 2.91349], [0.67682, 0.43676, 2.57748], [-0.11713, 1.00795, 3.53597], [2.56926, -0.64011, 1.75946], [3.93419, -1.22194, 1.75646], [1.77451, -0.52072, 0.76077], [1.67670, -0.63739, -0.54562], [1.85210, -0.76335, 4.93102], [2.31588, 0.94346, 4.74985], [3.43411, -0.33409, 4.29622], [0.26571, 0.82547, 4.40812], [4.66908, -0.48724, 2.08870], [4.19711, -1.55260, 0.75462], [3.98317, -2.07536, 2.43512], [-1.75091, -4.75186, 0.67387], [-2.02286, -3.46208, 0.84972], [-1.00626, -2.53543, 0.67151], [-1.30140, -1.18839, 0.85506], [-2.59723, -0.77098, 1.22179], [-3.56839, -1.75524, 1.37921], [-4.81469, -1.41421, 1.71738], [-3.30913, -3.10053, 1.20138], [-2.79564, 0.66899, 1.42547], [-3.96325, 1.30713, 1.82691], [-3.96019, 2.67768, 2.00885], [-2.80090, 3.41310, 1.79043], [-1.67929, 2.73570, 1.37874], [-1.67475, 1.40282, 1.19632], [-0.02150, -2.88498, 0.38735], [-4.08697, -3.83786, 1.33688], [-4.85916, 0.73421, 1.99820], [-4.86665, 3.17583, 2.32582], [-2.76596, 4.48299, 1.92861], [-0.74660, 3.25072, 1.17853], [1.79820, 1.12872, -4.84980], [1.40660, 1.40646, -3.46019], [1.87349, 2.69808, -2.94663], [0.51226, 0.67153, -2.81940], [-0.49371, 1.45286, -1.58948], [0.32557, -0.60515, -3.12177], [1.41341, -1.45151, -3.62318], [-0.89394, -1.33678, -2.77536], [1.68953, 2.05679, -5.40901], [1.14127, 0.38100, -5.28331], [2.83366, 0.79634, -4.91077], [2.81782, 2.91886, -3.43794], [2.04194, 2.64089, -1.87431], [1.15819, 3.48950, -3.17012], [2.36106, -0.92877, -3.53951], [1.24002, -1.75565, -4.65432], [1.44764, -2.33921, -2.99224], [-1.74172, -0.66035, -2.73105], [-0.77851, -1.85040, -1.81900], [-1.06633, -2.07443, -3.55685]], "forces_ev_per_a": [[-0.054, 0.160, -0.370], [0.009, 0.023, -0.004], [0.045, -0.042, -0.073], [0.138, -0.069, 0.277], [0.031, -0.047, -0.104], [-0.148, -0.014, 0.078], [-0.004, -0.011, 0.038], [-0.016, 0.024, -0.150], [0.009, -0.011, 0.291], [-0.022, 0.006, 0.009], [-0.009, -0.001, -0.011], [-0.006, -0.016, -0.001], [-0.004, 0.010, 0.056], [-0.002, 0.013, 0.002], [-0.001, -0.007, 0.001], [0.015, -0.002, -0.015], [0.013, 0.015, -0.001], [0.034, -0.062, 0.009], [-0.142, -0.018, 0.047], [0.202, 0.128, 0.031], [-0.065, -0.107, 0.026], [-0.082, -0.010, 0.025], [0.013, -0.005, 0.000], [0.069, 0.078, -0.015], [0.053, 0.061, 0.014], [0.029, -0.108, -0.015], [-0.012, 0.093, 0.020], [0.037, -0.046, -0.020], [-0.024, -0.018, -0.005], [0.008, -0.012, 0.012], [0.001, -0.004, 0.015], [-0.015, -0.015, -0.004], [0.006, 0.017, 0.009], [-0.007, 0.003, -0.001], [-0.023, 0.014, 0.005], [-0.031, -0.005, 0.006], [-0.046, 0.039, 0.002], [0.050, 0.106, -0.067], [0.032, -0.077, 0.018], [-0.062, -0.003, 0.075], [-0.003, -0.060, -0.061], [-0.033, -0.084, -0.039], [-0.019, -0.003, 0.067], [0.062, 0.059, -0.034], [0.015, -0.011, -0.021], [0.025, 0.079, -0.017], [-0.007, 0.008, -0.024], [0.004, 0.035, 0.019], [-0.028, 0.039, -0.043], [0.006, 0.015, 0.008], [-0.014, -0.077, 0.011], [0.020, -0.018, -0.003], [0.012, -0.017, -0.015], [-0.017, -0.039, 0.007], [-0.012, 0.002, -0.073], [-0.031, -0.008, 0.008]], "e_homo_ev": [-13.660, -14.290], "lumo_ev": [-6.665, -7.616], "spin_multiplicity": 3, "homo_lumo_gap_ev": [6.9956, 6.6745], "charge": 2}



[5]
{"formula": "CN3O2S", "method": "ωB97M-V/def2-TZVPD", "species": ["C", "N", "N", "N", "O", "O", "S"], "coordinates": [[4.21072, -0.24289, 0.24424], [5.20758, -0.57430, 0.74299], [-1.80584, 1.46302, 0.37434], [-2.56291, 0.77597, -0.23639], [-2.68654, 0.29415, -1.35178], [-3.39977, 0.63560, 0.74293], [2.62130, -0.00890, -0.13150]], "forces_ev_per_a": [[-0.306, -0.667, 0.988], [0.863, 0.259, -0.354], [0.949, 1.332, 2.119], [-2.061, -2.841, -4.185], [0.470, 0.726, 1.170], [0.693, 0.770, 0.896], [-0.608, 0.422, -0.633]], "e_homo_ev": -3.440, "lumo_ev": -0.547, "spin_multiplicity": 1, "homo_lumo_gap_ev": 2.8933, "charge": -1}



[6]
{"formula": "CrF2H16NO20P2Pt2S2Tl", "method": "ωB97M-V/def2-TZVPD", "species": ["Cr", "Tl", "Pt", "Pt", "N", "S", "O", "O", "F", "S", "O", "O", "F", "P", "O", "O", "O", "O", "P", "O", "O", "O", "O", "O", "H", "H", "O", "H", "H", "O", "H", "H", "O", "H", "H", "O", "H", "H", "O", "H", "H", "O", "H", "H", "O", "H", "H"], "coordinates": [[0.31122, -1.28148, -0.20118], [-3.53506, -1.26916, 1.88261], [2.39780, 2.66955, 2.58130], [-1.36051, 2.79542, 3.01214], [-1.04619, -1.85701, -4.63926], [-1.62228, -0.44944, -3.88477], [-2.07560, 0.66188, -4.69719], [-0.92650, -0.08345, -2.65068], [-3.06244, -1.04433, -3.37036], [-0.04586, -1.14688, -5.50587], [1.15096, -0.68627, -4.80738], [-0.61455, -0.33277, -6.59972], [0.53132, -2.32273, -6.41578], [-1.25161, -3.05159, -0.68340], [-0.21945, -2.63852, -1.68264], [-0.29149, -3.00923, 0.46097], [-2.25505, -4.15791, -1.05091], [-1.69713, -1.61977, -0.27398], [-0.22994, 0.78891, 1.56406], [0.43704, 2.03478, 2.21534], [-1.67873, 0.87812, 2.18042], [0.48382, -0.56017, 1.62333], [-0.13127, 0.59707, 0.03170], [-0.87642, 1.70893, 4.84858], [-0.95100, 2.09697, 5.72041], [-0.65514, 0.79212, 5.01208], [2.28027, -2.02738, 0.11084], [3.08265, -2.07052, -0.40932], [2.54329, -2.32231, 0.98265], [0.88100, -2.36547, 3.34400], [0.80065, -3.22477, 2.93001], [0.80372, -1.74270, 2.62121], [2.72890, 0.39811, 2.51740], [1.86332, 0.08933, 2.24969], [3.28357, -0.38114, 2.48087], [1.10012, 2.31552, -1.54790], [0.57132, 1.65353, -1.10250], [0.51746, 3.07007, -1.63393], [0.03904, 4.44694, 3.70477], [0.90823, 4.56636, 3.32202], [-0.08239, 5.21151, 4.26772], [-2.86394, 1.20269, -0.60106], [-1.95599, 1.20341, -0.29797], [-2.80087, 1.07517, -1.54763], [1.62973, -0.40177, -1.75556], [1.73836, 0.54670, -1.82512], [2.14551, -0.75616, -2.47986]], "forces_ev_per_a": [[-0.771, 0.043, -1.237], [-0.211, 0.110, -0.305], [1.134, -0.425, -0.152], [-0.223, 1.100, 0.935], [-2.463, 1.149, 1.887], [-5.052, 3.272, 3.645], [1.402, -2.318, 0.806], [-0.649, -1.428, -2.068], [2.290, -0.063, -0.528], [7.172, -1.006, -6.624], [-2.325, 0.124, -0.753], [0.323, -0.223, 1.813], [-0.814, 0.625, 1.702], [-2.656, -0.151, -1.434], [2.131, -0.014, -3.059], [3.699, -2.184, 4.677], [1.054, 1.090, 0.622], [-1.914, 2.623, 0.024], [-1.871, -0.523, -0.691], [0.430, -1.083, -1.165], [1.545, -0.359, -1.026], [0.688, -1.872, 2.614], [-1.485, 1.720, -2.241], [0.021, 0.239, 0.297], [-0.106, 0.478, 0.488], [0.048, -0.679, -0.297], [-0.565, 0.128, 0.503], [0.197, 0.143, -0.726], [-0.156, -0.521, 0.594], [0.421, -0.259, 0.373], [-0.093, -0.521, 0.188], [-0.280, -0.149, 0.273], [0.223, 0.773, 0.215], [-0.029, -0.591, -0.017], [0.789, 0.081, 0.327], [0.619, -0.034, 0.122], [-0.559, 0.186, 0.108], [-0.019, 0.342, -0.441], [-0.756, -0.196, 0.148], [0.279, 0.008, -0.390], [-0.423, 0.512, 0.407], [-0.444, 0.132, 0.703], [0.050, -0.135, -0.410], [-0.069, -0.034, -0.346], [-0.368, -0.558, 1.174], [-0.114, 1.079, -0.203], [-0.098, -0.634, -0.534]], "e_homo_ev": [-19.067, -18.960], "lumo_ev": [-12.140, -13.560], "spin_multiplicity": 8, "homo_lumo_gap_ev": [6.9267, 5.4006], "charge": 3}



Number 1: largest force on an atom 4.21 eV/A. Number 2: largest force on an atom 7.76 eV/A. Number 3: largest force on an atom 5.30 eV/A. Number 4: largest force on an atom 0.41 eV/A. Number 5: largest force on an atom 5.46 eV/A. Number 6: largest force on an atom 9.81 eV/A.